DFT (ωB97M-V with the def2-TZVPD basis set) results for C14H23IN4O5P2Si2Zr as an isolated structure.

XYZ file:
```
52
Properties=species:S:1:pos:R:3:forces:R:3
C -1.40168 0.83263 4.60193 -0.12 -0.27 -1.50
C -0.22650 1.35980 3.78207 0.73 0.41 1.40
O 0.88119 1.31452 4.24528 0.08 -0.17 -0.49
N -0.33420 1.97401 2.46882 -1.66 -1.79 -0.53
C -1.55510 2.82068 2.31486 0.32 0.83 0.80
Si -0.14283 0.80944 1.17608 2.33 2.29 1.57
O -0.10051 1.72145 -0.24213 -1.30 -2.40 -0.60
C -1.25163 1.92972 -1.01566 -0.32 1.82 0.56
O -1.82175 2.97036 -0.88067 0.33 -0.53 -0.03
C -1.82767 1.01576 -2.10408 0.65 -0.05 -0.03
C -2.69785 1.66796 -2.98139 -0.20 1.11 0.74
C -3.33345 1.05733 -4.02545 -0.81 -1.79 -0.89
C -3.04739 -0.36524 -4.25970 -0.95 2.03 0.86
C -2.18042 -0.99767 -3.37504 -0.35 -1.55 -0.78
C -1.58704 -0.32267 -2.31827 0.39 0.11 0.52
O 1.30573 0.05486 1.56805 -1.11 -0.73 -1.90
Si 2.11805 -1.00803 0.57965 0.82 1.66 -0.22
C 2.49146 -0.39435 -1.14470 0.90 -0.13 -0.37
C 3.98348 -0.73472 -1.57891 -0.25 0.32 -0.33
C 4.88534 0.53241 -1.55500 -0.28 -0.41 0.01
I 6.75181 0.27073 -0.55152 -0.31 0.11 -0.20
O 3.64305 -1.21739 1.30463 -1.10 0.28 0.41
C 3.40862 -1.61774 2.53665 0.88 -1.54 0.72
N 3.28658 -2.23534 3.51844 -0.27 0.99 -0.89
P 1.27035 -3.11718 0.65043 0.53 -0.53 0.70
N 2.42150 -4.25328 0.87202 0.11 0.41 -0.28
P -1.85681 -0.64419 1.31329 -2.12 -0.43 -0.65
N -3.24860 0.04046 0.92020 0.81 0.08 -0.13
H -2.29534 0.77533 3.96430 -0.11 0.32 0.45
H -1.57161 1.41609 5.50709 0.03 -0.03 -0.12
H -1.15346 -0.20446 4.85611 0.13 0.29 0.33
H -2.49103 2.26848 2.14448 0.23 0.03 -0.29
H -1.69267 3.36310 3.25983 -0.02 -0.09 -0.20
H -1.34415 3.58469 1.56733 -0.25 -0.25 -0.12
H -2.89889 2.72162 -2.79777 0.11 -0.12 -0.12
H -3.99978 1.67365 -4.63469 0.35 -0.12 -0.29
H -3.52365 -0.90009 -5.17106 1.67 0.04 -0.83
H -1.98450 -2.05097 -3.56743 0.23 0.11 0.24
H -0.93345 -0.85858 -1.63893 0.05 -0.11 -0.22
H 1.84727 -0.79899 -1.93471 -0.16 -0.01 0.33
H 2.40616 0.69820 -1.21533 -0.36 -0.18 0.27
H 4.40666 -1.57273 -1.02261 0.02 0.20 0.00
H 3.95044 -1.05456 -2.62455 -0.02 -0.10 0.21
H 5.12134 0.81557 -2.59107 0.31 0.00 0.28
H 4.40729 1.41062 -1.10924 0.25 -0.13 0.14
H 0.40812 -3.17738 1.78161 -0.28 -0.10 -0.46
H 0.57832 -3.46011 -0.53803 -0.28 0.14 0.35
H 3.35348 -3.83040 0.92296 0.12 -0.36 0.24
H -1.69580 -1.77694 0.45620 0.70 -0.05 0.59
H -1.89082 -1.10622 2.65112 0.56 -0.17 -0.14
H -3.65981 -0.47673 0.14860 -0.28 0.17 0.08
Zr -5.17785 -0.92351 -4.23407 -0.68 0.38 0.81
```
Forces are in eV/Å.

Computed properties:
Spin multiplicity: 1
Total charge: +4
Strongest force on any atom (eV Å⁻¹): 3.622
DFT total energy (eV): -74750.2640
Frontier orbital gap (eV): 2.0

=====

DFT (ωB97M-V with the def2-TZVPD basis set) results for one molecule with the formula C14H23N.

XYZ file:
```
38
Properties=species:S:1:pos:R:3:forces:R:3
C -0.52658 0.07294 1.82499 0.67 1.11 2.61
C -0.54177 0.20986 3.14504 0.78 0.60 -0.71
C -3.25136 0.80233 0.98244 -4.29 3.34 1.89
C 1.15636 -0.13233 -0.17874 -0.97 0.74 0.97
C 1.11030 -0.24911 -1.50079 0.86 -1.36 0.39
C 0.05846 0.57384 0.60908 -0.30 -1.30 -1.66
C -1.24427 -0.42302 0.70219 0.45 -0.98 -3.43
C 2.30954 -0.47508 0.70206 2.17 1.94 -1.04
C 2.34733 -0.82247 -2.13241 0.18 -0.88 -0.95
C -0.04227 0.00888 -2.47350 2.84 2.14 -0.15
C 1.09837 2.81273 0.45574 2.42 -1.70 2.52
C -1.86795 -2.56036 -0.64943 0.13 -0.87 0.19
C -0.13252 2.01270 0.25034 -1.36 0.79 -1.29
C -0.87724 -1.89037 0.36123 -3.81 -0.16 -0.02
N -2.50263 0.04103 0.32205 4.65 -3.02 0.23
H -1.27413 -0.18769 3.78704 -1.06 -0.64 0.37
H 0.19363 0.80882 3.67958 0.20 -0.12 -0.39
H -4.04294 1.20364 0.37417 -0.52 0.63 -0.07
H -2.89957 1.49590 1.77247 0.04 -0.64 -0.28
H 2.81524 0.57335 0.76113 -0.02 -1.91 0.29
H 3.06205 -1.25513 0.44307 -0.67 0.74 -0.31
H 2.00912 -0.69374 1.68069 -0.72 -0.27 1.47
H 1.95180 -1.53319 -2.86181 0.48 -0.03 -0.42
H 2.87543 -0.03243 -2.66288 0.14 0.03 -0.30
H 3.12170 -1.39694 -1.56346 -1.04 0.78 0.01
H -0.02094 -0.72177 -3.31865 -0.12 0.77 0.70
H 0.25978 1.10473 -2.82053 -1.25 -2.14 0.00
H -0.95220 0.02293 -1.93000 -1.05 0.14 0.13
H 1.51304 2.67306 1.51934 -1.42 1.09 -0.58
H 1.05958 3.82875 0.13612 0.19 0.59 -0.17
H 1.95662 2.23219 0.13006 0.20 0.50 -1.68
H -2.89207 -2.17888 -0.70251 0.04 -0.02 1.01
H -1.90036 -3.68741 -0.57560 0.04 1.21 0.33
H -1.59807 -2.39195 -1.65364 0.97 0.27 -1.40
H -0.44153 2.11297 -0.83724 0.22 -0.25 1.10
H -0.91676 2.50196 0.82811 -0.34 -0.38 0.02
H 0.11991 -2.08957 0.11146 1.22 0.04 -0.40
H -1.09310 -2.37114 1.28279 0.07 -0.81 1.02
```
Forces are in eV/Å.

Computed properties:
Spin multiplicity: 3
Strongest force on any atom (eV Å⁻¹): 5.753
DFT total energy (eV): -16372.5613
Frontier orbital gap (spin up / spin down) (eV): 6.2 / 6.3
<S²>: 2.0085

=====

DFT (ωB97M-V with the def2-TZVPD basis set) results for C14H23O5PS as an isolated structure.

XYZ file:
```
44
Properties=species:S:1:pos:R:3:forces:R:3
C 4.51668 -2.38424 -0.48127 -0.41 0.28 0.02
C 3.22693 -1.55435 -0.60496 0.30 -0.30 0.18
P 2.08543 -1.86238 -1.99313 -0.26 0.37 -0.24
C 3.18628 -2.02555 -3.43502 -0.16 -0.36 -0.06
O 1.77325 -3.51667 -1.73919 -0.30 -0.16 0.45
S 0.23076 -4.02579 -1.74433 0.78 -0.38 0.05
O -0.32748 -3.68004 -3.02573 -0.34 0.15 -0.39
O -0.31500 -2.95271 -0.65708 0.07 0.32 0.03
C -1.74012 -2.72698 -0.70731 -0.37 -0.30 -0.01
C -2.16539 -1.49762 -1.47446 0.10 0.09 -0.04
C -1.63697 -0.11750 -1.00520 0.07 -0.13 -0.06
C -0.72172 0.55345 -2.04784 -0.07 0.11 0.06
C -0.95363 -0.13885 0.36883 -0.15 0.66 -0.11
H 4.87032 -2.70121 -1.45726 0.14 -0.14 0.03
H 4.33674 -3.25831 0.13816 0.09 -0.14 -0.07
H 5.30269 -1.78783 -0.02395 0.08 -0.04 0.10
H 3.45530 -0.48766 -0.65289 -0.03 0.10 -0.11
H 2.60812 -1.68194 0.28532 -0.02 0.09 0.08
H 3.23639 -1.06299 -3.93648 0.17 0.11 -0.03
H 2.67757 -2.71995 -4.10450 -0.03 0.06 -0.11
H 4.17609 -2.42962 -3.23702 0.06 0.11 -0.03
H -2.22052 -3.59259 -1.16966 -0.01 -0.06 -0.01
H -2.08988 -2.70143 0.32206 0.20 0.04 0.12
H -3.25631 -1.49931 -1.40663 -0.07 -0.02 0.00
H -1.93160 -1.66078 -2.52581 0.05 0.04 -0.03
H -2.51045 0.52785 -0.90863 -0.10 -0.06 0.03
H -0.73858 0.02649 -2.99970 0.01 -0.03 -0.05
H -1.03033 1.58055 -2.23892 0.01 0.08 0.05
H 0.31249 0.57172 -1.70853 0.02 -0.01 -0.06
H 0.11265 -0.32611 0.26052 0.03 -0.35 0.12
H -1.40611 -0.83212 1.07293 0.06 -0.13 0.04
H -1.04992 0.85686 0.80819 0.08 0.03 0.04
C -1.24179 5.36030 3.81127 0.00 0.00 -0.02
C -1.48799 5.08999 2.53276 0.00 0.01 0.02
C -2.10013 3.80059 2.12273 0.01 -0.02 0.02
O -2.32189 3.55122 0.95815 0.00 -0.02 -0.05
C -2.42765 2.82480 3.19358 0.00 0.00 0.02
C -2.18138 3.09491 4.47208 0.00 -0.01 -0.02
C -1.56954 4.38487 4.88289 0.00 0.00 -0.01
O -1.34649 4.63214 6.04724 0.01 0.00 0.03
H -0.79606 6.29216 4.13486 0.00 -0.01 0.03
H -1.25825 5.78454 1.73492 -0.01 -0.02 -0.02
H -2.87220 1.89233 2.86934 0.00 0.01 -0.03
H -2.41035 2.39981 5.26966 0.01 0.02 0.02
```
Forces are in eV/Å.

Computed properties:
Spin multiplicity: 1
Strongest force on any atom (eV Å⁻¹): 0.870
DFT total energy (eV): -45250.9838
Frontier orbital gap (eV): 7.1

=====

DFT (ωB97M-V with the def2-TZVPD basis set) results for C14H24BF10N3O8PTi as an isolated structure.

XYZ file:
```
62
Properties=species:S:1:pos:R:3:forces:R:3
Ti -0.52080 0.27309 -0.50483 0.68 0.35 0.52
O 1.12695 -1.31164 -0.22403 0.10 -0.01 0.06
C 2.37221 -0.85698 0.30689 -0.01 0.01 -0.05
C 2.89469 0.17484 -0.66008 0.07 -0.04 0.02
N 2.01905 1.33179 -0.76023 -0.06 -0.04 0.00
C 2.00829 1.86242 -2.10726 0.02 0.05 -0.04
C 1.13392 0.96768 -2.99320 0.06 0.05 0.00
O 1.35836 0.88754 -4.18882 0.01 0.00 0.00
O 0.19754 0.36040 -2.34964 -0.33 -0.11 0.08
C 2.16902 2.26469 0.33432 0.01 0.05 0.04
C 1.23893 1.92990 1.50860 0.01 0.05 -0.01
O 1.52233 2.37014 2.62203 0.00 -0.02 0.00
O 0.21788 1.22517 1.21416 -0.13 -0.29 -0.25
H 0.64731 -1.77281 0.48231 0.07 -0.02 0.02
H 3.07159 -1.69748 0.36815 -0.01 0.00 0.01
H 2.22563 -0.45753 1.31088 0.03 0.00 -0.01
H 2.96099 -0.29218 -1.64533 -0.02 -0.01 0.00
H 3.91455 0.47129 -0.36206 -0.02 0.02 -0.01
H 3.00854 1.93524 -2.55458 -0.01 -0.02 0.01
H 1.55351 2.85104 -2.10897 0.00 0.00 0.01
H 1.88234 3.26264 0.00410 0.00 -0.01 0.00
H 3.19986 2.31432 0.70960 -0.01 -0.01 -0.01
F -1.97068 2.00353 -0.56205 0.19 -0.05 -0.23
P -1.82301 3.53499 -1.24889 -0.10 -0.04 0.03
F -1.57589 2.84354 -2.67159 -0.04 0.02 0.01
F -3.40863 3.54704 -1.50718 0.02 -0.02 -0.02
F -1.64605 5.00067 -1.89226 -0.02 0.02 0.03
F -0.23297 3.44220 -0.94150 0.00 0.14 0.04
F -2.06053 4.16974 0.21048 0.04 -0.01 0.00
C -3.55248 -0.18379 1.27043 0.00 0.09 -0.04
O -2.13377 -0.08190 1.19220 -0.09 -0.29 -0.22
C -1.38808 -1.25731 0.82193 -0.32 0.32 0.25
O -1.79755 -2.33950 1.14750 0.16 -0.01 0.04
H -3.89559 0.44763 2.09119 0.02 -0.01 0.03
H -3.84248 -1.22128 1.43800 -0.01 -0.02 0.01
H -3.98505 0.17050 0.33464 -0.01 -0.03 0.00
F -1.73741 -2.70477 -2.14865 0.02 -0.07 -0.03
B -2.69941 -1.71822 -2.23208 0.09 0.13 0.20
F -2.92827 -1.29463 -3.52017 -0.03 0.00 -0.07
F -3.87883 -2.07766 -1.58805 -0.07 -0.05 0.02
F -2.17320 -0.53705 -1.45801 -0.29 -0.08 -0.36
C 0.19247 -4.59089 2.70137 0.06 0.08 0.07
N -0.23903 -3.62708 3.69491 -0.12 0.13 0.00
C -1.42034 -3.96065 4.46995 0.03 -0.04 0.08
C -2.54332 -2.99200 4.15398 0.07 0.06 0.05
C -2.04242 -1.62036 4.57042 -0.05 -0.03 -0.04
N -0.69991 -1.36462 4.08316 0.14 -0.04 0.09
C -0.26695 0.02154 4.13792 -0.09 0.02 -0.04
C 0.10659 -2.29706 3.50040 -0.30 -0.31 0.13
O 1.11588 -2.00861 2.87031 0.30 0.16 -0.25
H 1.00834 -4.15701 2.13191 0.02 0.00 0.02
H 0.54980 -5.50058 3.19302 -0.03 -0.02 -0.03
H -0.61940 -4.83358 2.01169 -0.05 -0.03 -0.04
H -1.19229 -3.90111 5.54357 0.03 -0.06 0.00
H -1.67850 -4.99831 4.25557 -0.07 0.03 -0.05
H -3.45688 -3.23529 4.70204 0.03 -0.01 0.02
H -2.74695 -3.00802 3.08387 -0.02 0.02 -0.01
H -2.06101 -1.54100 5.66871 0.02 0.03 -0.02
H -2.68831 -0.83096 4.17983 -0.06 0.00 -0.05
H -1.03539 0.66537 3.71027 0.00 0.02 -0.02
H 0.62168 0.16628 3.53934 0.07 -0.02 0.05
H -0.07337 0.32103 5.17499 0.00 0.00 -0.02
```
Forces are in eV/Å.

Computed properties:
Spin multiplicity: 2
Relative energy (zero: lowest compared OMol25 entry of this formula, charge and spin) (kJ/mol): 109.7
Total charge: -2
Strongest force on any atom (eV Å⁻¹): 0.929
DFT total energy (eV): -96032.8611
Frontier orbital gap (spin up / spin down) (eV): 6.9 / 7.6
<S²>: 0.7534

=====

DFT (ωB97M-V with the def2-TZVPD basis set) results for C14H24BrEuN5O6 as an isolated structure.

XYZ file:
```
51
Properties=species:S:1:pos:R:3:forces:R:3
O -2.99742 3.08635 -0.38703 2.64 1.91 -1.06
H -3.34359 4.01570 -0.56244 -0.12 -1.78 0.21
Eu -0.92841 1.23575 -0.80905 -0.94 -2.60 3.35
N 0.50209 -0.98846 -2.03087 0.64 -1.36 0.25
N -1.99531 -0.57155 -2.23034 1.04 -0.67 0.62
N 1.24157 0.72635 0.68101 0.85 1.28 1.42
N -0.31895 2.74255 1.28311 2.36 0.16 -0.37
O 1.77117 -1.20459 -1.86290 -1.68 0.13 -0.04
O 1.87656 -0.50623 0.69268 -0.08 -0.15 -1.26
O -0.83377 3.91999 1.15600 -0.49 -0.48 -0.32
O -3.00304 -0.64780 -1.46303 -0.28 0.89 -0.27
C -1.57157 -1.79681 -2.73738 0.04 1.07 1.15
C -0.18933 -2.01570 -2.62510 0.04 0.80 -0.34
C 1.66555 1.50356 1.69979 -1.09 -1.19 -1.16
C 0.85238 2.64192 1.99488 -2.15 0.29 -1.23
C 0.42167 -3.30719 -3.03970 0.50 -0.27 -0.35
H 0.13802 -4.13123 -2.37278 -0.02 0.24 0.02
H 1.51254 -3.23536 -3.03723 -0.24 0.01 0.04
H 0.10081 -3.60123 -4.05070 0.01 0.21 0.31
C -2.61664 -2.79554 -3.04873 -0.58 0.07 -0.06
H -3.54345 -2.22011 -3.09571 -0.08 -0.33 -0.19
H -2.79036 -3.57538 -2.29090 0.41 0.24 -0.11
H -2.42886 -3.27513 -4.00811 0.07 -0.07 0.02
C 2.85481 1.25004 2.58391 0.09 -0.46 0.08
C 1.26013 3.67619 2.97842 0.25 0.38 0.13
H 3.36726 0.33492 2.31418 -0.01 -0.09 -0.12
H 2.53735 1.14931 3.63442 0.00 0.12 -0.34
H 3.59227 2.06794 2.54718 -0.46 -0.11 -0.11
H 0.57158 4.52106 2.97327 0.09 -0.13 -0.11
H 2.27558 4.03528 2.78755 -0.12 0.12 -0.11
H 1.29538 3.26766 3.99286 -0.13 -0.11 -0.06
H 1.86564 -0.79332 -0.27857 0.26 0.28 1.16
H -2.01765 3.42505 -0.30611 -1.98 -0.01 1.25
C 0.85313 1.93281 -2.18861 0.57 2.07 -0.24
H 0.29286 1.19612 -2.74489 0.71 -0.51 -0.66
H 1.87498 1.84205 -1.79302 -0.67 -0.23 -0.57
H 0.35058 2.93256 -2.17873 0.74 -0.39 -0.03
O 3.06331 0.19322 -3.73123 -0.09 -0.13 0.55
H 3.96672 0.48018 -3.53634 -0.27 -0.23 -0.05
H 2.78206 -0.41161 -3.00070 0.55 0.62 -0.74
Br -0.99868 -0.15604 5.32261 -0.15 -0.14 -0.55
C -1.21684 -0.91606 3.59285 0.25 -0.12 -0.32
C -1.36896 -2.29136 3.43151 0.12 -0.05 0.94
C -1.48900 -2.82171 2.16420 0.00 0.10 -1.25
C -1.38906 -1.96677 1.06101 0.04 -0.02 0.83
N -1.15418 -0.66156 1.23693 -0.86 0.61 -1.67
C -1.12735 -0.12512 2.44714 0.09 0.42 1.05
H -1.37219 -2.93176 4.32139 -0.11 0.22 -0.44
H -1.64104 -3.87833 1.95597 0.02 0.17 0.39
H -1.52334 -2.32459 0.03657 0.21 0.11 0.38
H -1.02700 0.97398 2.52074 0.02 -0.90 0.00
```
Forces are in eV/Å.

Computed properties:
Spin multiplicity: 7
Total charge: +1
Strongest force on any atom (eV Å⁻¹): 4.343
DFT total energy (eV): -123996.6083
Frontier orbital gap (spin up / spin down) (eV): 5.5 / 4.7
<S²>: 12.2465